[1]
{"formula": "C5H14NO2P", "method": "ωB97M-V with the def2-TZVPD basis set", "elements": ["C", "C", "C", "C", "C", "N", "O", "O", "P", "H", "H", "H", "H", "H", "H", "H", "H", "H", "H", "H", "H", "H", "H"], "positions_angstrom": [[-2.00099, -1.15345, -1.11972], [-1.98599, -0.05066, 1.28138], [-0.35007, 0.75421, -0.57546], [-1.12281, -0.41079, 0.01664], [0.86335, 0.97578, 0.17223], [1.74272, 1.92154, -0.38307], [3.37483, -0.24101, 0.40894], [2.00419, -0.90726, -1.39433], [1.86950, -0.59600, -0.00179], [-2.83922, -0.51061, -1.21638], [-1.35910, -1.34834, -2.00409], [-2.24783, -2.14235, -0.58976], [-2.93365, 0.40931, 1.13611], [-1.46709, 0.31419, 2.08612], [-2.42850, -1.09701, 1.58303], [-0.13636, 0.40612, -1.51683], [-0.97645, 1.65855, -0.68152], [-0.25459, -0.96410, 0.46514], [0.61035, 1.16559, 1.14955], [2.26044, 1.47924, -1.14442], [3.52970, -0.51553, 1.28374], [2.25282, 2.49225, 0.17119], [1.59474, -1.63965, 0.87330]], "atomic_forces_ev_per_a": [[2.710, -1.359, 3.289], [-1.574, -4.739, -2.155], [-3.304, 0.146, -0.544], [-0.672, 0.293, 0.782], [1.482, 1.724, -0.494], [-1.862, -3.603, -2.067], [-0.488, 1.070, -1.762], [-0.796, -0.370, -3.963], [2.466, -1.277, 2.295], [-0.931, 0.198, -0.746], [-0.794, 0.255, 0.408], [-0.155, 1.316, -1.260], [-0.458, 1.318, -0.631], [1.307, 1.051, 1.863], [1.131, 1.598, -0.011], [0.779, -0.302, -2.625], [0.411, -0.135, 0.225], [-1.449, -0.820, -0.671], [-0.001, 0.629, 2.600], [-0.041, 0.855, -0.577], [0.644, -0.471, 2.720], [2.161, 2.508, 2.566], [-0.568, 0.114, 0.761]], "orbital_gap_ev": [3.8, 6.8], "e_lumo_ha": [0.0250, -0.1615], "e_homo_ev": [-3.116, -11.166], "s2": 2.006, "total_charge": 0, "multiplicity": 3, "e_tot_ha": -745.25994}

[2]
{"formula": "C5H14NP", "method": "ωB97M-V with the def2-TZVPD basis set", "elements": ["C", "C", "C", "C", "C", "N", "P", "H", "H", "H", "H", "H", "H", "H", "H", "H", "H", "H", "H", "H", "H"], "positions_angstrom": [[-1.20669, -2.00551, -0.37054], [-1.56632, 1.94421, 0.39565], [2.55572, -1.06847, 0.08704], [-1.56471, -0.48612, 0.13262], [-1.33203, 0.68509, -0.49407], [1.08447, 0.83442, -1.17987], [1.57262, 0.49322, 0.21610], [-0.92022, -1.90058, -1.38421], [-0.29074, -2.01069, 0.24371], [-1.87417, -2.63628, 0.02526], [-1.65491, 2.92868, 0.01898], [-2.55896, 1.68123, 0.80356], [-0.94228, 1.84622, 1.18799], [3.58474, -0.84690, -0.40688], [2.10372, -1.92374, -0.40442], [2.78162, -1.23932, 1.11670], [-1.79366, -0.51264, 1.16734], [0.56215, 0.33807, 1.23582], [-1.54654, 0.89602, -1.59838], [0.49753, 1.58132, -1.22158], [2.50866, 1.40175, 0.42916]], "atomic_forces_ev_per_a": [[2.601, 6.535, 1.202], [-2.767, -2.491, -1.435], [1.577, 1.602, -0.265], [0.816, -1.664, -2.240], [-3.223, 0.668, -0.704], [0.792, -1.850, -2.034], [0.127, -2.805, -1.110], [-0.184, -0.781, -1.091], [0.034, -0.970, -0.424], [-2.531, -2.691, 0.640], [0.424, 0.776, -0.856], [0.210, 0.648, 0.098], [2.122, 0.391, 2.490], [-1.943, -0.152, 0.633], [-0.341, 0.207, 0.094], [0.322, -0.892, 0.844], [-0.009, 0.371, 1.106], [0.872, 0.033, 0.165], [1.231, -0.955, 1.459], [-1.742, 2.659, -0.676], [1.610, 1.360, 2.106]], "orbital_gap_ev": 8.9, "e_lumo_ha": 0.0396, "smiles": "C[PH2]=N.C/C=C/C", "e_homo_ev": -7.779, "total_charge": 0, "multiplicity": 1, "e_tot_ha": -594.84141}

[3]
{"formula": "C5H14NP", "method": "ωB97M-V with the def2-TZVPD basis set", "elements": ["C", "C", "C", "C", "C", "N", "P", "H", "H", "H", "H", "H", "H", "H", "H", "H", "H", "H", "H", "H", "H"], "positions_angstrom": [[-0.24395, -0.49999, 3.15862], [1.79404, 0.93621, 0.57474], [0.76368, 1.05119, -1.61718], [-0.13163, -1.82914, -0.82205], [-2.16285, 0.42615, -0.32744], [0.55090, 0.77755, -0.23929], [-0.54909, -0.30532, 0.30127], [0.58989, -1.28837, 3.11024], [-1.19023, -0.75474, 3.60063], [1.40906, 0.87488, 1.57301], [2.45425, 0.12742, 0.38125], [2.16460, 1.89922, 0.21667], [-0.19168, 1.41751, -2.12168], [1.40814, 1.89939, -1.61350], [1.22089, 0.12983, -1.89046], [-0.06244, -1.61468, -1.95226], [0.61575, -2.40025, -0.35712], [-1.03514, -2.38701, -0.59134], [-2.96908, 0.13947, 0.35687], [-1.97570, 1.42451, -0.45194], [-2.45941, -0.02385, -1.28907]], "atomic_forces_ev_per_a": [[2.380, 1.011, -0.948], [-2.376, 0.447, -1.211], [-1.754, 0.627, 0.270], [-2.673, 1.926, -0.653], [0.037, -3.971, -0.208], [0.487, 1.707, 2.121], [-0.337, -1.749, 0.146], [-1.705, 0.432, 0.002], [-0.602, -1.076, -0.219], [0.526, 0.436, 0.911], [1.074, -0.657, -0.213], [0.557, -0.114, 0.835], [1.186, -1.135, 0.255], [0.848, 0.485, -0.659], [0.489, -0.324, -2.142], [0.085, -0.501, 1.906], [1.522, -0.479, 0.200], [-0.309, -0.504, -0.577], [0.250, 0.580, 0.075], [0.051, 2.625, -0.007], [0.264, 0.235, 0.116]], "orbital_gap_ev": [8.0, 7.8], "e_lumo_ha": [0.0084, 0.0114], "e_homo_ev": [-7.729, -7.463], "total_charge": 0, "multiplicity": 1, "e_tot_ha": -594.78993}

[4]
{"formula": "C5H14NS", "method": "ωB97M-V with the def2-TZVPD basis set", "elements": ["C", "C", "C", "C", "C", "N", "S", "H", "H", "H", "H", "H", "H", "H", "H", "H", "H", "H", "H", "H", "H"], "positions_angstrom": [[-0.32644, 2.06381, -0.16775], [-2.58763, -1.19330, -0.25130], [2.55319, -0.14293, -0.82620], [1.13954, -1.63915, 1.21327], [-0.88252, 0.49078, -0.58259], [-1.82268, -0.03105, 0.11015], [0.94424, -0.93584, -0.47071], [-0.10622, 1.81867, 0.91956], [0.57431, 2.07172, -0.68378], [-3.51372, -1.10669, 0.31610], [-2.73469, -1.33615, -1.31991], [-2.18803, -2.20406, 0.13124], [2.61822, 0.89707, -0.34124], [2.53114, -0.17332, -1.93176], [3.31518, -0.84840, -0.43040], [2.18783, -1.49494, 1.53373], [0.86874, -2.67336, 1.20340], [0.53802, -1.06803, 1.91935], [-0.71448, 3.26138, -0.09261], [-0.89520, 0.24286, -1.72736], [-1.97967, 0.33349, 0.98660]], "atomic_forces_ev_per_a": [[-1.255, -1.125, 2.794], [-0.251, -2.318, 1.166], [-0.394, 0.368, 0.600], [0.651, 1.458, -0.037], [0.841, 4.104, -3.749], [-0.473, -1.429, -1.053], [0.508, -0.364, 0.519], [0.180, 0.661, -1.084], [1.758, 0.370, -0.778], [-0.325, 0.002, -0.579], [-0.087, 0.518, 0.051], [0.093, 1.589, -0.437], [0.073, -1.645, -0.972], [0.536, 0.521, 0.628], [-0.333, 0.694, -0.400], [-0.490, -0.258, -0.298], [-0.144, -0.528, -0.040], [-0.201, -0.131, -0.005], [-0.213, -3.885, -0.974], [0.026, 0.503, 2.334], [-0.501, 0.893, 2.315]], "orbital_gap_ev": 9.7, "e_lumo_ha": -0.1277, "e_homo_ev": -13.183, "total_charge": 1, "multiplicity": 1, "e_tot_ha": -651.49924}

[5]
{"formula": "C5H14NS", "method": "ωB97M-V with the def2-TZVPD basis set", "elements": ["C", "C", "C", "C", "S", "C", "N", "H", "H", "H", "H", "H", "H", "H", "H", "H", "H", "H", "H", "H", "H"], "positions_angstrom": [[-1.36037, -1.58636, 0.54960], [-2.08902, -0.25550, 0.58160], [-1.12763, 0.86033, 0.37399], [-0.86184, 1.17274, -1.15571], [2.05933, -0.15852, 0.82516], [3.78307, 0.12934, 0.28992], [-3.10312, -0.32331, -0.43471], [-2.12738, -2.32257, 0.67502], [-0.60553, -1.69980, 1.48094], [-0.75888, -1.66038, -0.41662], [-2.55701, -0.02004, 1.55157], [-1.62313, 1.74220, 0.77255], [-0.16499, 0.64123, 0.76103], [0.18408, 0.83150, -1.38729], [-1.57453, 0.64252, -1.83996], [4.52947, -0.50430, 0.82920], [4.25301, 1.13735, 0.40123], [3.83188, -0.69820, -1.50970], [-0.68023, 2.22408, -1.45035], [3.96356, -0.26071, -0.77197], [-3.97073, 0.10842, -0.12549]], "atomic_forces_ev_per_a": [[2.595, -0.703, 0.508], [-3.576, -1.767, 0.458], [0.123, 3.876, -3.480], [1.429, -0.792, -0.662], [3.153, 0.729, -0.922], [-2.570, 0.764, 6.733], [2.684, 0.146, 1.265], [0.055, -0.927, -0.280], [-1.691, 0.660, -2.043], [-0.912, -0.248, 1.330], [0.044, -0.298, -0.127], [0.404, 0.067, 0.426], [0.577, -0.349, 1.144], [-0.964, -0.466, 0.050], [0.776, 0.767, 0.469], [-0.802, -0.293, -0.841], [-0.951, -0.345, -1.253], [0.657, 0.620, 0.573], [-1.004, -0.231, 0.664], [0.471, -1.543, -4.332], [-0.495, 0.337, 0.321]], "orbital_gap_ev": 3.6, "e_lumo_ha": -0.3104, "e_homo_ev": -12.023, "total_charge": 1, "multiplicity": 1, "e_tot_ha": -651.21390}

[6]
{"formula": "C5H14NS", "method": "ωB97M-V with the def2-TZVPD basis set", "elements": ["C", "C", "C", "C", "C", "N", "S", "H", "H", "H", "H", "H", "H", "H", "H", "H", "H", "H", "H", "H", "H"], "positions_angstrom": [[-0.81959, 0.96827, 1.25718], [-0.85695, 0.93333, -1.34199], [-1.97325, -0.64089, 0.05158], [3.32527, -0.46437, -0.00861], [0.53475, -0.50648, -0.06157], [-0.75365, 0.16412, 0.00010], [1.94583, 0.68790, 0.04636], [-0.70639, 0.32257, 2.01752], [0.04835, 1.74647, 1.15354], [-1.80096, 1.51452, 1.50303], [-1.22454, 0.34758, -2.21196], [-1.45283, 1.86290, -1.04181], [0.10502, 1.37152, -1.56970], [-1.78747, -1.40049, -0.61864], [-2.23404, -1.16918, 0.92010], [-2.93436, -0.14956, -0.16958], [4.16550, 0.08588, -0.14857], [3.38321, -1.18445, -0.76699], [3.28125, -1.14088, 0.81478], [0.50521, -1.14269, -0.91745], [0.76491, -1.33271, 0.79116]], "atomic_forces_ev_per_a": [[0.470, 5.484, -2.332], [-0.774, 2.556, 1.314], [-1.176, -0.661, -0.632], [-2.526, -1.399, 0.608], [2.142, -3.008, 2.627], [-1.642, 1.645, 0.004], [-0.419, -0.522, -0.684], [0.978, -2.278, 2.680], [-1.804, -1.384, 0.822], [1.267, -0.839, -1.269], [-0.021, 0.167, 1.134], [0.149, -1.524, -0.986], [0.374, -0.346, -0.056], [-0.190, -1.747, -1.962], [0.723, -0.296, 1.997], [0.963, 0.619, -0.444], [2.592, 1.776, 0.382], [-0.710, -0.581, -2.059], [0.481, 0.232, 1.380], [0.324, -0.011, -1.136], [-1.201, 2.115, -1.385]], "orbital_gap_ev": 10.2, "e_lumo_ha": -0.1002, "smiles": "CSC[N+](C)(C)C", "e_homo_ev": -12.883, "total_charge": 1, "multiplicity": 1, "e_tot_ha": -651.51145}

| no. | strongest force on any atom (eV Å⁻¹) |
| --- | --- |
| 1 | 5.44 |
| 2 | 7.14 |
| 3 | 3.98 |
| 4 | 5.62 |
| 5 | 7.25 |
| 6 | 5.98 |